--- 1 ---
# C3HNO2

A structure of composition C3HNO2 (wB97M-V/def2-TZVPD, OMol25).

Structure (XYZ):
```
7
Properties=species:S:1:pos:R:3:lowdin_charge:R:1
O -1.7272 -0.6789 -0.5830 0.132
C -0.8462 -0.2100 0.2443 -0.021
C 0.2943 0.6108 -0.1219 -0.436
O 0.1600 1.7855 -0.3763 0.123
C 1.5976 -0.0301 0.1600 -0.110
N 2.6000 -0.5864 0.3237 0.183
H -2.0784 -0.8908 0.3533 0.128
```

The value obtained for the LUMO energy is -1.18 eV. The net charge is 0. The frontier orbital gap comes out at 8.825 eV.

--- 2 ---
# C3HNO2

The molecule C3HNO2 (wB97M-V/def2-TZVPD, OMol25).

Structure (XYZ):
```
7
Properties=species:S:1:pos:R:3:lowdin_charge:R:1
N -0.2420 1.3586 2.0959 0.204
C -0.3001 0.9983 1.0001 -0.102
C -0.5560 0.1727 -0.1882 -0.348
O -1.6501 0.0520 -0.6582 0.160
C 0.6399 -0.6555 -0.6561 -0.164
O 1.6876 -0.6278 -0.0696 0.112
H 0.4183 -1.3013 -1.5225 0.138
```

The value obtained for the LUMO energy is -1.82 eV. The net charge is 0. The frontier orbital gap comes out at 9.376 eV.

Name the least stable of them. 1.

--- 1 ---
# CH4IP

The molecule CH4IP (wB97M-V/def2-TZVPD, OMol25).

Structure (XYZ):
```
7
Properties=species:S:1:pos:R:3:lowdin_charge:R:1
C 0.8794 -0.7304 0.5271 -0.398
P -0.1012 0.3035 -0.3023 0.272
I -2.4172 1.2016 -0.1332 0.245
H 0.1407 -1.6442 0.5302 0.026
H 1.2017 -0.3326 1.4801 -0.023
H 0.6350 1.4304 -0.5626 -0.055
H -0.3383 -0.2283 -1.5394 -0.067
```

The value obtained for the LUMO energy is -0.16 eV. The net charge is 0. The frontier orbital gap comes out at 8.578 eV.

--- 2 ---
# CH4IP

A structure of composition CH4IP (wB97M-V/def2-TZVPD, OMol25).

Structure (XYZ):
```
7
Properties=species:S:1:pos:R:3:lowdin_charge:R:1
C -0.3458 -0.4712 -0.1830 -0.980
P 0.4531 1.2070 0.0518 0.626
I -2.4697 -0.0389 0.3431 0.563
H -0.3663 -0.6205 -1.2548 -0.048
H 0.2909 -1.3868 0.2955 0.076
H 0.7748 0.6130 1.2673 -0.126
H 1.6630 0.6974 -0.5199 -0.111
```

The value obtained for the LUMO energy is 0.04 eV. The net charge is 0. The frontier orbital gap comes out at 9.445 eV.

Name the least stable of them. 1.

--- 1 ---
# C3H6O2

A cluster of 2 separate species, C3H6O2 in total (wB97M-V/def2-TZVPD, OMol25).

Structure (XYZ):
```
11
Properties=species:S:1:pos:R:3:lowdin_charge:R:1
O 2.0602 -0.6228 -1.2641 0.096
C 0.9804 -0.4274 -0.5545 0.042
C -0.7877 1.1196 0.7174 -0.021
C -1.2074 -0.1975 0.7659 -0.478
O -0.4750 -1.1820 1.1007 -0.135
H 1.8455 -0.9155 -2.1632 0.135
H 1.1438 -0.1502 0.4674 0.079
H 0.0214 -0.5517 -1.0246 0.086
H -1.4587 1.8917 0.3498 0.041
H 0.0758 1.4515 1.2878 0.048
H -2.1984 -0.4156 0.3173 0.107
```

The value obtained for the LUMO energy (alpha / beta) is -0.32 / -0.32 eV. The net charge is 0. The frontier orbital gap (alpha / beta) comes out at 7.733 / 7.738 eV.

--- 2 ---
# C3H6O2

The molecule C3H6O2 (wB97M-V/def2-TZVPD, OMol25).

Structure (XYZ):
```
11
Properties=species:S:1:pos:R:3:lowdin_charge:R:1
O -1.7651 -0.4301 -0.3621 -0.041
C -0.9947 0.6934 -0.0522 -0.232
C 0.4536 0.3115 0.2112 -0.276
C 1.2585 -1.3557 0.0788 0.063
O 0.9553 -0.3953 -0.9066 -0.183
H -1.2714 -0.9263 -1.0326 0.095
H -0.9877 1.4342 -0.8677 0.131
H -1.4312 1.1618 0.8345 0.129
H 1.1241 1.1110 0.5341 0.144
H 0.3808 -0.5086 1.0400 0.128
H 2.2330 -1.0001 0.5132 0.043
```

The value obtained for the LUMO energy is 0.75 eV. The net charge is 0. The frontier orbital gap comes out at 9.596 eV.

Name the least stable of them. 2.

--- 1 ---
# C3H6O2

A structure of composition C3H6O2 (wB97M-V/def2-TZVPD, OMol25).

Structure (XYZ):
```
11
Properties=species:S:1:pos:R:3:lowdin_charge:R:1
C -0.4155 -0.2163 -0.2418 -0.504
C 1.1064 0.1266 -0.5788 0.002
C -0.1633 0.2221 1.1498 -0.204
H -1.6310 -0.6978 -1.5731 0.276
H -0.5019 -1.2810 -0.0515 0.130
H 1.8563 -0.6963 -0.8886 0.132
H 0.9974 0.8632 -1.3536 0.092
H -0.3369 -0.3864 2.0117 0.102
H -0.7664 1.0319 1.6256 0.127
O -1.3310 0.3472 -1.0204 -0.030
O 1.1860 0.6868 0.9208 -0.123
```

The value obtained for the LUMO energy is 0.10 eV. The net charge is 0. The frontier orbital gap comes out at 9.611 eV.

--- 2 ---
# C3H6O2

A cluster of 2 separate species, C3H6O2 in total (wB97M-V/def2-TZVPD, OMol25).

Structure (XYZ):
```
11
Properties=species:S:1:pos:R:3:lowdin_charge:R:1
C 0.9006 1.5451 -0.7239 0.005
C -0.1856 0.9554 -0.0459 -0.302
O -0.5006 1.0723 1.2759 -0.029
H 0.9994 1.6794 -1.8451 0.063
H 1.5611 2.2617 -0.1375 0.061
H -0.8617 0.3224 -0.6699 0.095
H 0.3176 0.9727 1.7905 0.112
C -0.6338 -2.0864 0.0245 -0.088
O 0.5255 -2.3194 -0.4728 -0.060
H -0.6394 -1.6610 1.0103 0.061
H -1.4830 -2.7422 -0.2061 0.081
```

The value obtained for the LUMO energy is 0.07 eV. The net charge is 0. The frontier orbital gap comes out at 9.227 eV.

--- 3 ---
# C3H6O2

A structure of composition C3H6O2 (wB97M-V/def2-TZVPD, OMol25).

Structure (XYZ):
```
11
Properties=species:S:1:pos:R:3:lowdin_charge:R:1
O -1.8821 0.7856 -0.5021 -0.034
C -1.2713 0.3160 0.5840 -0.059
C 0.5582 -0.7826 -0.2218 -0.078
C 1.5179 0.2915 0.0949 -0.373
O 2.2640 0.2913 1.0537 0.014
H -2.5362 0.1352 -0.7981 0.113
H -0.6179 -0.7367 0.4897 0.037
H -0.6342 1.1111 0.9908 0.073
H 0.2501 -0.8175 -1.2679 0.087
H 0.8634 -1.7537 0.1762 0.098
H 1.4881 1.1597 -0.5994 0.122
```

The value obtained for the LUMO energy is 0.11 eV. The net charge is 0. The frontier orbital gap comes out at 8.667 eV.

Name the least stable of them. 3.

--- 1 ---
# C3H6O2

The molecule C3H6O2 (wB97M-V/def2-TZVPD, OMol25).

Structure (XYZ):
```
11
Properties=species:S:1:pos:R:3:lowdin_charge:R:1
O -1.6627 0.3038 0.4717 -0.007
C -0.7969 -0.3053 -0.4037 -0.346
C 0.3541 -1.1374 -0.0218 -0.052
C 0.6546 0.2968 -0.3280 -0.263
O 0.8283 1.0849 0.8458 -0.036
H -1.0624 0.8092 1.0514 0.085
H -1.2371 -0.4753 -1.3943 0.150
H 0.3850 -1.3342 1.0455 0.126
H 0.7175 -1.9244 -0.6677 0.104
H 0.4893 0.7931 -1.2533 0.132
H 1.3303 1.8887 0.6543 0.106
```

The value obtained for the LUMO energy is 0.78 eV. The net charge is 0. The frontier orbital gap comes out at 9.275 eV.

--- 2 ---
# C3H6O2

The molecule C3H6O2 (wB97M-V/def2-TZVPD, OMol25).

Structure (XYZ):
```
11
Properties=species:S:1:pos:R:3:lowdin_charge:R:1
C 1.1594 0.1208 0.8918 -0.015
C -0.0643 -0.5818 0.3685 -0.411
O -0.6055 -1.4865 1.0063 0.065
C -0.5900 -0.1423 -0.9875 -0.209
O -1.1869 1.1399 -0.9186 -0.052
H 1.0336 0.3193 1.9594 0.089
H 1.2995 1.0768 0.3806 0.081
H 2.0363 -0.5093 0.7261 0.093
H -1.3287 -0.8645 -1.3488 0.124
H 0.2379 -0.1177 -1.7020 0.129
H -1.9913 1.0454 -0.3758 0.107
```

The value obtained for the LUMO energy is 0.73 eV. The net charge is 0. The frontier orbital gap comes out at 10.460 eV.

Name the least stable of them. 1.

--- 1 ---
# C3H6O2

A cluster of 2 separate species, C3H6O2 in total (wB97M-V/def2-TZVPD, OMol25).

Structure (XYZ):
```
11
Properties=species:S:1:pos:R:3:lowdin_charge:R:1
O 2.0735 -0.6656 -0.6658 -0.303
C -0.6564 0.5307 -0.4285 -0.246
O -1.2958 1.3290 -1.0674 0.125
C -0.8792 -0.0905 0.8341 0.059
C 0.2166 -0.9071 1.3259 -0.087
H 0.4631 0.5454 -0.6175 0.137
H -0.0838 -1.9419 1.5569 0.123
H -1.4648 0.4202 1.5984 0.132
H 0.7382 -0.5902 2.2359 0.109
H 0.9108 -0.9549 0.4871 -0.002
H 2.3959 -0.5149 -1.5619 -0.046
```

The value obtained for the LUMO energy is -3.52 eV. The net charge is 0. The frontier orbital gap comes out at 5.382 eV.

--- 2 ---
# C3H6O2

The molecule C3H6O2 (wB97M-V/def2-TZVPD, OMol25).

Structure (XYZ):
```
11
Properties=species:S:1:pos:R:3:lowdin_charge:R:1
C -0.7835 0.8194 -0.0910 -0.160
C -0.8234 -0.7637 0.0059 -0.080
O 0.5946 -0.9499 -0.1943 -0.091
C 1.4289 -0.0020 -0.0196 -0.271
O 0.5856 1.1858 -0.1212 -0.086
H -1.2671 1.0563 -1.0353 0.119
H -1.1326 1.0855 0.8707 0.101
H -1.3001 -1.1333 -0.9193 0.127
H -1.2047 -0.9924 1.0242 0.127
H 2.2686 -0.2976 -0.4934 0.116
H 1.6338 -0.0080 0.9734 0.098
```

The value obtained for the LUMO energy is 0.97 eV. The net charge is 0. The frontier orbital gap comes out at 10.513 eV.

Name the least stable of them. 1.